Entry 1:
# C3H9NO2

2 unconnected molecules or ions with the total composition C3H9NO2 (the ωB97M-V functional and the def2-TZVPD basis, OMol25).

Last column: Löwdin charge in e.
Atoms and positions in Å:
C -0.88 1.80 -0.47  -0.016
C -0.29 1.23 0.78  -0.626
N 1.07 1.23 0.83  0.145
O -0.96 0.80 1.70  0.041
H -0.21 1.64 -1.33  0.081
H -0.99 2.88 -0.37  0.089
H -1.83 1.34 -0.71  0.082
H 1.46 1.17 1.76  0.112
H 1.56 1.69 0.08  0.093
C -0.08 -2.04 -0.39  -0.158
O 0.47 -3.34 -0.61  -0.123
H -0.59 -1.92 0.56  0.069
H 0.70 -1.29 -0.36  0.058
H -0.82 -1.87 -1.17  0.082
H 1.39 -3.34 -0.30  0.070

Summary:
**SMILES string**: CC(N)=O.CO
**Gap between HOMO and LUMO**: 0.395 hartree
**HOMO level**: -0.3688 Eh
**Energy above the lowest of the compared OMol25 structures with the same formula, charge and spin**: 22.2 kcal per mole
**LUMO level**: 0.7 eV

Entry 2:
# C13H29CdNOP2

A molecular structure, C13H29CdNOP2 at a distorted geometry (the ωB97M-V functional and the def2-TZVPD basis, OMol25).

Last column: Löwdin charge in e.
Atoms and positions in Å:
Cd 0.04 0.00 -0.23  0.745
H -0.88 -0.49 1.25  0.024
H -0.90 0.33 1.25  0.001
P -0.11 -2.41 -0.43  0.619
P -0.11 2.42 -0.43  0.652
C 1.40 3.30 -0.02  -0.250
H 1.28 4.36 -0.28  0.055
H 1.63 3.23 1.04  0.012
H 2.25 2.89 -0.57  0.055
C -0.40 2.74 -2.17  -0.326
H -1.35 2.28 -2.48  0.042
H -0.45 3.82 -2.32  0.040
H 0.41 2.32 -2.77  0.023
C -1.42 3.27 0.45  -0.271
H -1.27 3.22 1.54  0.036
H -1.43 4.33 0.15  0.046
H -2.40 2.82 0.22  0.049
C -0.23 -2.73 -2.21  -0.316
H -0.30 -3.81 -2.36  0.040
H -1.11 -2.23 -2.62  0.044
H 0.66 -2.34 -2.72  0.026
C 1.34 -3.34 0.13  -0.281
H 1.44 -3.26 1.22  0.051
H 1.21 -4.39 -0.15  0.049
H 2.25 -2.94 -0.33  0.050
C -1.53 -3.24 0.30  -0.297
H -2.46 -2.76 -0.04  0.049
H -1.53 -4.29 -0.01  0.045
H -1.49 -3.18 1.39  0.048
C 1.79 -0.02 0.92  -0.175
O 2.82 -0.04 1.42  0.082
H 0.83 0.02 -1.69  -0.138
C -2.20 0.95 2.96  -0.098
C -0.77 1.44 3.12  -0.426
C -0.39 2.04 4.28  -0.152
C 0.90 2.36 4.20  -0.133
C 1.42 1.97 2.98  -0.428
C 2.86 2.22 2.73  -0.110
N 0.36 1.43 2.34  -0.092
H -2.52 0.51 2.04  0.021
H -2.84 1.81 3.15  0.073
H -2.38 0.22 3.76  0.077
H -1.08 2.22 5.14  0.117
H 1.52 2.86 4.99  0.111
H 3.04 3.27 2.99  0.089
H 3.43 1.64 3.47  0.087
H 3.28 2.08 1.76  0.036

Summary:
**Gap between HOMO and LUMO**: 0.241 hartree
**HOMO level**: -0.2248 Eh
**LUMO level**: 0.4 eV

Entry 3:
# C27H38N3

A gas-phase ion, C27H38N3 (charge +1) at a distorted geometry (the ωB97M-V functional and the def2-TZVPD basis, OMol25).

Last column: Löwdin charge in e.
Atoms and positions in Å:
C -4.53 1.35 3.49  -0.051
C -3.36 1.59 2.60  -0.280
C -2.65 0.55 2.00  -0.032
C -1.63 0.77 1.08  -0.048
C -1.24 2.07 0.76  -0.186
C -0.19 2.22 -0.39  -0.186
C 0.85 0.92 -0.37  -0.057
C 0.75 -0.53 -0.63  -0.083
C 0.93 -1.73 0.09  -0.077
C 1.46 -2.01 1.51  -0.524
C 1.90 -0.72 2.18  -0.050
C 2.64 -2.99 1.49  -0.020
C 0.29 -2.54 2.33  -0.027
N 0.80 -2.77 -0.74  0.015
C 0.39 -4.21 -0.56  -0.333
C 1.08 -4.97 -1.68  -0.052
C -1.13 -4.28 -0.71  -0.035
N 0.69 -2.35 -1.98  0.163
N 0.71 -1.03 -1.94  0.000
C 0.57 -0.31 -3.21  -0.325
C -0.86 0.25 -3.29  -0.028
C 0.80 -1.31 -4.38  -0.059
C 0.62 3.47 -0.28  -0.232
C 1.06 4.10 -1.45  -0.035
C 1.44 5.45 -1.40  -0.078
C 1.48 6.16 -0.19  -0.065
C 1.30 5.41 1.00  -0.083
C 0.93 4.07 0.98  -0.049
C -1.84 3.13 1.48  -0.023
C -2.89 2.88 2.37  -0.029
H -4.57 2.12 4.27  0.084
H -5.51 1.38 2.99  0.092
H -4.46 0.37 3.98  0.083
H -2.92 -0.48 2.20  0.107
H -1.14 -0.04 0.55  0.090
H -0.79 2.16 -1.43  0.149
H 0.86 1.09 0.74  0.098
H 1.78 1.42 -0.88  0.163
H 1.07 -0.03 2.34  0.084
H 2.32 -0.97 3.17  0.106
H 2.67 -0.20 1.60  0.102
H 2.39 -3.97 1.04  0.075
H 3.50 -2.58 0.92  0.104
H 2.97 -3.16 2.52  0.102
H -0.11 -3.49 1.92  0.075
H 0.60 -2.73 3.38  0.106
H -0.53 -1.81 2.32  0.084
H 0.72 -4.61 0.40  0.118
H 0.73 -6.02 -1.76  0.103
H 0.86 -4.50 -2.66  0.078
H 2.18 -5.01 -1.55  0.090
H -1.53 -5.32 -0.69  0.104
H -1.62 -3.69 0.08  0.079
H -1.42 -3.87 -1.69  0.090
H 1.32 0.51 -3.22  0.155
H -1.01 0.88 -4.19  0.102
H -1.62 -0.56 -3.29  0.101
H -1.04 0.85 -2.38  0.043
H 0.77 -0.75 -5.35  0.101
H 1.78 -1.82 -4.27  0.086
H -0.01 -2.09 -4.43  0.091
H 1.00 3.58 -2.40  0.109
H 1.61 6.00 -2.30  0.094
H 1.62 7.29 -0.18  0.128
H 1.34 5.94 1.96  0.110
H 0.76 3.52 1.93  0.129
H -1.55 4.19 1.30  0.128
H -3.39 3.71 2.88  0.124

Summary:
**SMILES string**: Cc1ccc([C@H](Cc2c(C(C)(C)C)[n+](C(C)C)nn2C(C)C)c2ccccc2)cc1
**Gap between HOMO and LUMO**: 0.307 hartree
**HOMO level**: -0.4093 Eh
**Energy above the lowest of the compared OMol25 structures with the same formula, charge and spin**: 45.5 kcal per mole
**LUMO level**: -2.8 eV
**Charge**: +1

Entry 4:
# C28H26BrHfI2N5O

A molecular structure, C28H26BrHfI2N5O (the ωB97M-V functional and the def2-TZVPD basis, OMol25).

Last column: Löwdin charge in e.
Atoms and positions in Å:
Hf 0.47 -0.40 0.52  1.526
C 1.88 2.10 4.04  0.013
C 1.77 1.14 2.91  -0.249
N 1.04 1.32 1.86  -0.085
N 0.37 2.51 1.68  0.118
C -0.49 2.38 0.72  -0.375
O -0.71 1.19 0.16  -0.216
C -1.24 3.52 0.20  -0.162
C -2.34 3.30 -0.64  -0.029
C -3.05 4.38 -1.13  -0.058
C -2.66 5.67 -0.81  -0.049
C -1.57 5.89 0.03  -0.051
C -0.86 4.82 0.54  -0.013
C 2.49 -0.15 2.92  -0.223
C 3.39 -0.48 3.92  0.033
C 4.07 -1.69 3.85  0.012
C 3.84 -2.53 2.78  -0.002
C 2.92 -2.15 1.82  -0.099
N 2.26 -0.99 1.88  -0.042
H 1.29 2.98 3.85  0.084
H 1.53 1.62 4.96  0.111
H 2.92 2.39 4.20  0.107
H -2.65 2.29 -0.86  0.114
H -3.91 4.21 -1.77  0.113
H -3.22 6.52 -1.19  0.116
H -1.28 6.90 0.29  0.116
H -0.02 4.98 1.19  0.115
H 3.55 0.20 4.75  0.127
H 4.78 -1.96 4.63  0.134
H 4.36 -3.47 2.68  0.129
H 2.71 -2.78 0.97  0.025
I 2.15 -2.47 -4.25  0.762
C 2.73 -4.13 -3.07  -1.150
I 1.62 -4.36 -1.28  0.825
H 3.78 -4.02 -2.82  -0.033
H 2.56 -5.02 -3.66  -0.032
Br -0.96 -1.18 2.81  0.919
C -2.26 -2.31 1.94  -0.527
C -3.22 -2.90 2.70  -0.089
C -4.18 -3.70 2.04  -0.041
C -4.13 -3.85 0.68  0.000
C -3.13 -3.22 -0.09  -0.147
C -3.08 -3.34 -1.50  0.005
C -2.11 -2.71 -2.22  -0.063
C -1.12 -1.94 -1.56  -0.194
C -1.10 -1.79 -0.19  -0.299
C -2.14 -2.43 0.55  -0.246
H -3.26 -2.77 3.77  0.116
H -4.95 -4.19 2.62  0.121
H -4.87 -4.46 0.18  0.127
H -3.83 -3.95 -2.00  0.128
H -2.08 -2.81 -3.30  0.114
H -0.35 -1.51 -2.19  0.038
C 2.24 1.42 -4.40  -0.004
N 1.18 1.26 -3.39  -0.141
C -0.18 1.76 -3.68  0.032
C 1.42 0.69 -2.27  -0.255
N 1.63 0.19 -1.23  0.096
H 2.36 2.48 -4.62  0.107
H 1.96 0.88 -5.30  0.093
H 3.18 1.03 -4.01  0.097
H -0.11 2.81 -3.96  0.109
H -0.80 1.66 -2.79  0.086
H -0.60 1.18 -4.50  0.107

Summary:
**Gap between HOMO and LUMO**: 0.246 hartree
**HOMO level**: -0.4887 Eh
**Energy above the lowest of the compared OMol25 structures with the same formula, charge and spin**: 12.6 kcal per mole
**LUMO level**: -6.6 eV
**Charge**: +2